(1)
Molecular formula: C11H14N3S
Method: DFT, the ωB97M-V functional and the def2-TZVPD basis

Last column: Mulliken charge in e.
Atoms and positions in Å:
C 0.69722 -2.08868 0.46227  -0.1748
C -0.25157 1.95654 1.05530  -0.4145
C -0.37614 2.62737 -0.09484  -0.6587
C 0.93813 0.91175 -0.47370  0.2770
C 1.97875 0.04289 -1.05003  -0.7276
C 2.73746 -0.69928 0.01944  -1.1345
C 1.10991 -0.06347 1.86450  -1.0537
C -2.98585 0.69006 -0.00049  -0.3970
C 1.72290 -1.18700 1.12589  0.4208
C -2.75949 -0.47059 -0.50220  0.4167
C -2.98528 -1.59087 -1.41947  -1.2563
N -0.03269 -2.79042 -0.02272  -0.3674
N 0.54901 0.89389 0.83730  0.2924
N 0.37334 2.00246 -1.05062  -0.0580
S -2.25280 -0.43044 1.26057  -0.2719
H -0.71509 2.07116 1.99860  0.5637
H 1.63058 -0.70173 -1.74534  0.3357
H 2.42028 0.85081 -1.59681  0.4867
H 3.19511 -1.54250 -0.30254  0.4945
H 3.47730 -0.20844 0.63986  0.3629
H 0.25705 -0.44246 2.37391  0.4457
H 1.88480 0.46812 2.35372  0.4557
H -0.84149 3.57956 -0.16140  0.4425
H -3.46713 1.60376 -0.13621  0.5092
H 2.33294 -1.81119 1.79463  0.5447
H -3.39112 -1.35331 -2.30676  0.4484
H -3.46947 -2.46032 -1.04066  0.3332
H -2.08673 -1.99030 -1.76959  0.3462
H 0.31006 2.13259 -2.11262  0.3385

Summary:
gap between HOMO and LUMO: 7.95 eV
highest occupied orbital energy: -10.73 eV
energy above the lowest of the compared OMol25 structures with the same formula, charge and spin: 382.1 kJ/mol
net charge: +1
2S+1: 1

***

(2)
Molecular formula: C11H14NO
Method: DFT, the ωB97M-V functional and the def2-TZVPD basis

Last column: Mulliken charge in e.
Atoms and positions in Å:
C -2.85553 0.06028 2.18187  -0.4425
C -2.65066 0.90879 1.09692  -0.7957
C -1.95268 -0.94916 2.47437  -0.6341
C -1.53503 0.76788 0.29146  -0.1480
C -0.83901 -1.10200 1.66729  0.3426
C -0.62153 -0.23641 0.58421  0.3780
C 0.90440 3.01925 -2.32016  0.2449
C 0.24832 -2.11873 1.77207  -0.9635
C 1.16043 -1.84379 0.57036  -0.7388
C 0.61218 -0.59859 -0.09576  0.5422
C 2.29588 -0.32058 -1.76792  -1.0287
N 1.10688 0.04066 -1.06957  -0.2713
O 0.90021 2.83336 -3.58068  -0.2504
H -3.73322 0.19061 2.79528  0.4070
H -3.36947 1.68548 0.88544  0.3979
H -2.11686 -1.60783 3.31288  0.4591
H -1.38307 1.41870 -0.55527  0.2253
H 1.75235 3.56382 -1.92533  0.3221
H 0.78446 -2.01252 2.71761  0.2770
H -0.16265 -3.13004 1.75073  0.3300
H 2.19883 -1.68821 0.86389  0.4087
H 1.13540 -2.66575 -0.14884  0.3593
H 3.08573 0.38932 -1.51717  0.3229
H 2.64294 -1.33295 -1.54295  0.3886
H 2.10352 -0.25253 -2.84016  0.2797
H 0.14422 2.63751 -1.65041  0.1548
H 0.14396 2.34343 -3.95013  0.4333

Summary:
gap between HOMO and LUMO: 5.30 eV
highest occupied orbital energy: -11.73 eV
energy above the lowest of the compared OMol25 structures with the same formula, charge and spin: 31.0 kJ/mol
net charge: +1
2S+1: 1

***

(3)
Molecular formula: C11H14O
Method: DFT, the ωB97M-V functional and the def2-TZVPD basis

Last column: Mulliken charge in e.
Atoms and positions in Å:
C -1.53002 0.67215 1.60524  0.0655
C 2.06817 -2.74270 -0.60931  -0.5001
C 2.20123 -1.74931 0.20767  -0.2604
C -0.46413 1.75237 1.70583  -0.8376
C -1.25328 0.72850 -0.79825  -1.2938
C 0.61579 1.29585 0.75426  -0.5171
C -1.15045 -0.21812 0.44051  1.8450
C 0.36805 -0.09435 0.31259  -0.5689
C 0.24245 0.98621 -0.70686  1.1736
C -1.85508 -1.54817 0.36513  -1.8598
C 1.12889 1.37763 -1.84887  -1.5606
O -2.51812 0.57871 2.28220  -0.6045
H 2.84668 -3.49462 -0.71720  0.2676
H 1.19730 -2.89330 -1.22370  0.2519
H 2.93346 -1.40558 0.90206  0.3539
H -0.89179 2.72576 1.45065  0.2899
H -0.09835 1.81427 2.73147  0.3975
H -1.52556 0.18160 -1.69900  0.4039
H -1.91032 1.59406 -0.68853  0.2437
H 1.62274 1.65726 0.90286  0.4993
H -2.93169 -1.39428 0.40261  0.4002
H -1.56535 -2.16978 1.20979  0.3754
H -1.59667 -2.06573 -0.55563  0.4092
H 1.26597 2.45962 -1.89614  0.2994
H 0.69364 1.04607 -2.79250  0.3721
H 2.10641 0.90589 -1.73687  0.3544

Summary:
gap between HOMO and LUMO (spin up / spin down): 8.64 / 8.64 eV
highest occupied orbital energy (spin up / spin down): -8.39 / -8.38 eV
energy above the lowest of the compared OMol25 structures with the same formula, charge and spin: 462.9 kJ/mol
net charge: 0
2S+1: 1

***

(4)
Molecular formula: C11H14O2
Method: DFT, the ωB97M-V functional and the def2-TZVPD basis

Last column: Mulliken charge in e.
Atoms and positions in Å:
C -0.79155 1.47149 -2.63961  -0.5519
C -0.86171 0.08025 -2.99226  -0.5537
C -0.68382 1.58116 -1.29357  -1.2890
C -0.80460 -0.66523 -1.86196  -1.1053
C -1.91011 -0.97244 1.36432  -0.3594
C -1.82634 0.48731 1.72283  -0.5880
C -0.71037 0.24406 -0.74398  0.9012
C -0.91275 -0.09095 0.69972  0.7823
C 0.54636 -0.12053 0.57478  0.4621
C 2.39807 1.27991 0.17657  -0.6703
C 1.56437 -2.03129 1.45430  -0.7206
O 1.25550 0.96205 0.96257  -0.4274
O 1.23266 -1.27101 0.29498  -0.4074
H -0.82467 2.28472 -3.34211  0.4810
H -0.94323 -0.28294 -4.00076  0.4849
H -0.60229 2.47305 -0.70099  0.4965
H -0.82145 -1.73392 -1.76806  0.4414
H -1.56439 -1.69609 2.08613  0.2009
H -2.74981 -1.30689 0.77451  0.2745
H -2.61445 1.14154 1.38476  0.2694
H -1.40085 0.75203 2.67864  0.2544
H 2.75733 2.23436 0.55493  0.2586
H 2.11621 1.36468 -0.87521  0.2950
H 3.17682 0.51846 0.27637  0.2705
H 2.13266 -2.88568 1.09461  0.2834
H 0.66767 -2.37657 1.97409  0.1972
H 2.17473 -1.44153 2.14443  0.3197

Summary:
gap between HOMO and LUMO: 8.62 eV
highest occupied orbital energy: -7.86 eV
energy above the lowest of the compared OMol25 structures with the same formula, charge and spin: 417.5 kJ/mol
net charge: 0
2S+1: 1

***

(5)
Molecular formula: C11H14S
Method: DFT, the ωB97M-V functional and the def2-TZVPD basis

Last column: Mulliken charge in e.
Atoms and positions in Å:
C 3.41122 -0.81824 0.64476  -0.7946
C 3.38319 -0.71702 -0.73161  -0.1701
C 2.23083 -0.45389 1.39917  -0.3997
C 2.30763 -0.26616 -1.44217  -0.9097
C 1.08987 0.03304 0.77591  0.1789
C 1.17658 0.14206 -0.63663  0.9070
C -2.01969 2.90036 0.25415  -0.5889
C -2.70588 -0.44458 -0.12509  -0.2710
C -0.28218 0.37726 1.34463  -0.8610
C -0.04781 0.82967 -1.22513  -0.6856
C -2.71000 -1.89548 -0.29522  -1.0886
S -1.47359 0.67985 -0.05712  0.0037
H 4.38992 -1.10614 1.02509  0.3485
H 4.21936 -1.08318 -1.24726  0.4145
H 2.11130 -0.60022 2.52339  0.3026
H 2.46037 -0.25414 -2.56980  0.2820
H -1.67922 2.64368 1.28065  0.1776
H -3.05511 3.00195 0.07955  0.2501
H -3.53543 0.17759 -0.58021  0.2418
H -0.75276 -0.37616 1.94440  0.4647
H -0.21041 1.34860 1.85614  0.4243
H 0.10163 1.96743 -1.03395  0.3989
H -0.24660 0.77011 -2.31926  0.4312
H -1.72992 -2.28781 -0.25234  0.3177
H -3.14013 -2.36972 0.55612  0.3172
H -3.29316 -2.19883 -1.16817  0.3086

Summary:
gap between HOMO and LUMO: 7.96 eV
highest occupied orbital energy: -7.35 eV
energy above the lowest of the compared OMol25 structures with the same formula, charge and spin: 558.2 kJ/mol
net charge: 0
2S+1: 1

***

(6)
Molecular formula: C11H15BF2S
Method: DFT, the ωB97M-V functional and the def2-TZVPD basis

Last column: Mulliken charge in e.
Atoms and positions in Å:
B 2.04490 -1.29620 -0.42281  0.2552
C -4.21741 1.15244 -0.43436  -0.5060
C -3.49369 1.38721 0.82081  -0.7333
C -3.79602 0.05764 -1.26898  -0.5066
C -2.42811 0.54402 1.12165  -0.4480
C -2.77432 -0.80465 -0.87501  -0.3717
C -2.11792 -0.53837 0.30523  0.2794
C 2.64583 -1.39254 -1.87576  -0.9980
C 2.86443 -1.87184 0.87576  -0.8361
C 0.92158 0.99176 1.10710  -0.9209
C 0.57730 -0.50632 -0.28890  -0.3749
C 1.97150 1.98373 0.76451  0.4136
F 1.77370 3.23264 1.51158  -0.3475
F 1.97626 2.34240 -0.48337  -0.2451
S -0.61206 -1.46870 0.52164  -0.2163
H -4.85112 1.89055 -0.78745  0.4282
H -3.68424 2.21938 1.34502  0.5113
H -4.40830 -0.29274 -2.06980  0.3563
H -1.82955 0.76755 1.92373  0.7460
H -2.40682 -1.65320 -1.50256  0.3494
H 3.61954 -1.01704 -2.01836  0.3900
H 2.08793 -0.90028 -2.64229  0.3323
H 2.75286 -2.51620 -2.24562  0.2467
H 3.06076 -0.89291 1.61330  0.2173
H 3.87429 -2.36688 0.61221  0.2337
H 2.21794 -2.58042 1.45429  0.3081
H 1.07695 0.38374 2.00694  0.4515
H -0.06851 1.50019 0.99647  0.3077
H 0.26703 0.03140 -1.13560  0.5251
H 2.95527 1.61364 1.07064  0.1526

Summary:
gap between HOMO and LUMO: 8.86 eV
highest occupied orbital energy: -8.47 eV
energy above the lowest of the compared OMol25 structures with the same formula, charge and spin: 167.9 kJ/mol
net charge: 0
2S+1: 1

***

Energy per entry: -989.6554; -557.2238; -502.5815; -577.8846; -825.4587; -1050.8141 Ha
Max |F| per entry: 4.63; 1.71; 4.07; 2.21; 3.55; 6.03 eV/A